Record 1
C11H84NO30 as an isolated structure in a non-equilibrium geometry. Source: OMol25; level of theory: ωB97M-V/def2-TZVPD.

Element x y z (Å)
O  4.551  2.159  -2.006
O  1.851  -4.322  -1.218
O  -4.934  -1.240  -0.347
O  3.779  -2.625  0.265
O  2.215  3.306  -3.543
O  4.637  0.088  -5.256
O  2.774  -2.684  3.166
O  0.507  -0.304  7.060
O  1.438  2.128  5.050
O  0.891  3.894  3.187
O  -0.696  -0.397  -5.580
O  4.247  0.464  0.451
O  2.743  -0.502  4.171
O  -0.168  5.003  1.612
O  -3.516  3.040  1.682
O  -2.004  -3.116  0.835
O  -4.094  1.098  3.794
O  -4.113  -0.714  -5.118
O  -1.984  -1.390  6.085
O  0.336  4.706  -2.185
O  -1.984  -4.064  -2.028
O  1.406  -4.424  -3.839
O  4.274  1.209  3.431
O  -3.401  -1.679  3.010
O  0.863  -4.238  3.456
O  -1.888  -3.197  3.754
O  -3.849  -2.226  -2.741
O  0.960  1.818  -5.521
O  4.299  -1.151  -2.798
O  -2.001  4.673  -4.165
N  -0.603  0.468  -1.127
C  -1.989  0.547  -1.699
C  0.433  1.102  -1.971
C  -3.744  2.099  -2.516
C  0.402  0.891  2.743
C  1.553  0.148  -2.408
C  0.076  -0.383  3.473
C  0.761  -1.122  -2.452
C  0.607  0.810  1.228
C  -0.222  -1.043  -1.266
C  -2.559  1.998  -1.608
C  -0.728  0.848  0.318
H  5.234  -1.113  -2.380
H  1.208  3.090  3.840
H  -0.867  -0.757  2.983
H  1.056  4.755  -1.703
H  -2.408  -1.615  6.939
H  1.235  -2.056  -2.264
H  2.018  2.660  -4.215
H  4.012  -0.383  0.000
H  3.667  2.543  -2.334
H  0.907  2.035  -1.452
H  1.801  -5.202  -1.026
H  4.205  1.343  -1.689
H  -2.706  -3.546  -2.366
H  -1.807  2.789  -2.012
H  4.882  1.075  -5.086
H  2.749  -1.964  3.614
H  -3.897  1.451  2.941
H  4.671  -0.493  -4.464
H  4.302  -2.028  -3.075
H  0.906  4.533  3.974
H  1.221  1.258  3.118
H  -0.219  -1.279  -5.734
H  -1.626  4.234  -4.954
H  1.956  2.693  5.672
H  1.466  -5.350  -4.270
H  2.244  -4.097  -3.717
H  -1.531  0.214  0.851
H  -2.050  -2.392  1.499
H  -1.964  -3.866  1.277
H  0.366  1.225  -5.368
H  3.917  1.980  2.796
H  -5.340  -0.668  0.259
H  -4.796  -0.137  -5.291
H  3.663  -2.682  1.208
H  3.957  0.177  1.452
H  -2.970  3.754  1.227
H  -2.399  -3.977  3.740
H  -4.150  3.099  -2.613
H  0.193  0.104  7.776
H  -1.550  4.740  -3.384
H  -4.935  -2.068  0.172
H  1.495  -4.346  -1.993
H  -2.710  -0.076  -1.261
H  1.278  0.059  1.052
H  -3.636  0.253  3.492
H  0.941  4.251  -2.772
H  2.822  4.125  -3.872
H  -1.128  1.815  0.489
H  -0.306  -0.895  6.677
H  0.763  -1.270  3.326
H  0.340  -1.247  -3.495
H  -1.067  -1.656  -1.326
H  -4.034  -1.349  -5.870
H  -1.460  -0.885  -5.617
H  0.494  -1.275  -0.405
H  0.914  -5.041  3.206
H  3.132  -3.132  -0.204
H  0.511  1.939  5.435
H  -0.013  1.987  3.184
H  0.422  2.323  -6.267
H  0.045  -0.309  4.557
H  -2.638  2.098  -0.490
H  -4.235  -2.101  3.355
H  -4.138  -1.620  -1.970
H  4.986  1.678  3.811
H  -4.730  1.803  -2.092
H  2.040  0.380  -3.325
H  3.273  0.045  3.642
H  2.320  -0.022  -1.627
H  0.432  5.656  1.491
H  -2.818  -2.258  3.587
H  -1.774  -3.820  -1.077
H  -1.986  0.289  -2.810
H  -3.731  -1.869  -3.596
H  0.764  -4.562  4.347
H  -1.963  -2.252  5.696
H  2.288  0.218  4.711
H  -3.898  2.379  1.094
H  -0.933  -3.225  3.460
H  2.103  -3.263  3.583
H  1.338  1.472  0.761
H  0.138  4.590  2.380
H  0.303  1.608  -3.018
H  -3.742  1.711  -3.625

The HOMO-LUMO gap comes out at 0.346 Eh. The charge is +1. The calculation puts the max |F| at 10.45 eV/Å. The value obtained for the energy above the lowest of the compared OMol25 structures with the same formula, charge and spin is 306.2 kJ/mol.


Record 2
C36H37BN7O4Pt as an isolated structure in a non-equilibrium geometry. Source: OMol25; level of theory: ωB97M-V/def2-TZVPD.

Element x y z (Å)
Pt  -0.712  0.233  0.149
O  -0.364  0.103  -1.787
O  1.328  -1.442  6.485
O  -2.438  -0.610  -2.257
O  5.591  1.005  2.809
N  -3.606  -0.463  0.476
N  -2.725  0.536  0.214
N  -0.645  -0.101  2.196
N  1.293  -0.036  0.401
N  2.751  4.105  5.426
N  -2.165  -2.619  0.115
N  -1.009  -1.951  0.120
C  2.146  3.564  2.042
C  -0.111  -2.040  -5.777
C  -1.414  -3.023  -3.873
C  -3.407  1.694  0.360
C  -4.724  1.445  0.678
C  -0.049  -1.459  6.193
C  0.135  2.865  0.874
C  -1.937  -3.913  -0.127
C  -1.311  -0.382  -2.620
C  3.524  0.449  -0.253
C  -0.250  -0.959  4.792
C  -1.529  -0.773  4.286
C  0.063  3.441  3.232
C  1.679  0.006  1.694
C  -0.576  3.078  2.063
C  -0.751  -1.854  -4.556
C  -4.797  0.069  0.740
C  0.832  -0.694  3.962
C  3.923  0.541  1.077
C  -0.491  2.291  -0.348
C  2.151  3.941  4.458
C  1.495  3.171  0.890
C  -0.744  -0.577  -3.988
C  -0.034  -2.838  -0.128
C  0.500  -0.994  -6.456
C  -0.179  0.504  -4.673
C  1.440  3.659  3.237
C  -0.223  1.914  -4.133
C  -1.694  -0.349  2.985
C  0.441  0.276  -5.894
C  2.207  0.186  -0.557
C  0.601  -0.260  2.674
C  1.199  -1.222  -7.770
C  5.336  0.933  1.430
C  2.976  0.292  2.059
C  -0.575  -4.105  -0.283
B  -3.539  -2.047  0.503
H  -0.326  2.625  -4.951
H  -5.627  -0.582  0.962
H  5.577  1.873  0.921
H  0.897  -2.167  -8.220
H  -0.465  -2.470  6.257
H  3.247  0.336  3.105
H  -1.649  2.928  2.090
H  -1.499  2.582  -0.562
H  -2.964  2.658  0.219
H  -2.398  -2.753  -3.493
H  2.282  -1.252  -7.632
H  4.230  0.595  -1.062
H  0.701  2.161  -3.600
H  -3.802  -2.367  1.648
H  -4.369  -2.475  -0.254
H  2.057  3.101  -0.036
H  -1.519  -3.855  -4.568
H  -0.502  3.554  4.149
H  -2.761  -4.606  -0.179
H  0.983  -0.419  -8.476
H  -0.620  -0.824  6.878
H  -0.824  -3.368  -3.021
H  1.474  -1.787  7.370
H  0.994  -2.520  -0.194
H  0.882  1.115  -6.425
H  -2.674  -0.210  2.556
H  -5.507  2.164  0.842
H  -0.103  -3.033  -6.214
H  6.011  0.176  1.029
H  -1.057  2.065  -3.448
H  3.201  3.807  2.019
H  0.167  2.308  -1.207
H  1.838  0.129  -1.574
H  -2.405  -0.966  4.893
H  5.141  1.763  3.198
H  1.837  -0.847  4.328
H  -0.058  -5.027  -0.487

The HOMO-LUMO gap comes out at 0.252 Eh. The charge is +1. The calculation puts the max |F| at 2.22 eV/Å. The value obtained for the energy above the lowest of the compared OMol25 structures with the same formula, charge and spin is 67.3 kJ/mol.